--- w ---
Below is C20H27N3OS in the gas phase, with properties calculated with ωB97M-V/def2-TZVPD.

```
52
C20H27N3OS | OMol25 | ωB97M-V/def2-TZVPD
S 0.14 3.58 0.79
C -0.75 2.24 0.43
N -1.84 2.39 -0.36
C -2.87 1.41 -0.60
C -3.80 1.20 0.61
C -4.78 0.09 0.32
C -4.47 -1.22 0.66
C -5.35 -2.25 0.36
C -6.55 -1.97 -0.28
C -6.87 -0.66 -0.61
C -5.98 0.36 -0.32
N -0.46 1.01 0.90
C 0.81 0.67 1.50
C 1.61 -0.30 0.61
C 1.78 0.27 -0.77
C 2.11 1.51 -1.23
C 2.10 1.44 -2.64
C 1.76 0.15 -2.94
O 1.57 -0.56 -1.82
N 2.81 -0.70 1.32
C 3.28 -2.06 1.10
C 4.18 -2.22 -0.13
C 5.38 -1.29 0.01
C 4.90 0.15 0.19
C 3.92 0.24 1.37
H -2.08 3.35 -0.53
H -2.41 0.45 -0.88
H -3.46 1.74 -1.46
H -3.20 0.96 1.48
H -4.33 2.13 0.81
H -3.54 -1.44 1.16
H -5.11 -3.26 0.63
H -7.24 -2.77 -0.51
H -7.80 -0.44 -1.11
H -6.23 1.38 -0.58
H -1.00 0.23 0.56
H 0.65 0.20 2.47
H 1.35 1.60 1.65
H 1.01 -1.22 0.49
H 2.32 2.38 -0.64
H 2.31 2.23 -3.33
H 1.64 -0.36 -3.88
H 2.42 -2.72 1.04
H 3.86 -2.34 1.99
H 4.50 -3.25 -0.21
H 3.61 -1.96 -1.03
H 6.03 -1.36 -0.87
H 5.97 -1.59 0.89
H 5.74 0.81 0.38
H 4.41 0.48 -0.72
H 3.51 1.25 1.44
H 4.46 0.03 2.30
```

Summary:
- SMILES: S=C(NCCc1ccccc1)NC[C@@H](c1ccco1)N1CCCCC1
- Kohn-Sham gap: 8.6 eV

Atomic partial charges in e from the natural (NBO) method, atoms 1 to 2:
1 S -0.3021
2 C 0.3110

--- x ---
Below is a molecular structure, C20H27N3OS, with properties calculated with ωB97M-V/def2-TZVPD.

```
52
C20H27N3OS | OMol25 | ωB97M-V/def2-TZVPD
S 2.66 0.90 2.61
C 2.02 -0.20 1.56
N 0.70 -0.52 1.30
H 0.56 -1.12 0.68
C -0.21 0.12 2.42
H 0.34 0.65 3.03
H -0.38 -1.04 3.05
C -1.42 0.65 1.55
C -1.02 1.73 0.60
C -0.02 2.49 0.63
C -0.21 3.35 -0.63
C -1.40 3.17 -1.04
O -2.01 2.17 -0.11
H -2.12 3.45 -1.76
H 0.36 4.35 -0.77
H 1.00 2.33 1.24
N -2.35 -0.41 1.14
C -3.05 -1.29 1.92
C -4.45 -1.72 0.98
C -3.86 -2.64 -0.16
C -2.96 -1.55 -1.02
C -1.68 -1.31 -0.22
H -1.17 -0.59 -0.86
H -1.15 -2.21 0.16
H -2.65 -2.01 -2.08
H -3.63 -0.79 -1.38
H -4.78 -2.79 -0.54
H -3.41 -3.44 0.00
H -4.84 -2.46 1.81
H -4.96 -0.95 0.85
H -3.44 -0.62 2.59
H -2.51 -1.97 2.21
H -2.03 0.96 2.39
N 3.13 -0.80 0.95
H 4.08 -0.49 1.03
C 2.93 -2.14 -0.16
H 1.94 -2.33 0.13
H 3.76 -3.03 0.40
C 3.21 -1.79 -1.51
C 2.25 -0.96 -2.13
C 0.92 -1.51 -2.47
C 0.16 -0.76 -3.11
C 0.27 0.84 -2.98
C 1.37 1.39 -2.31
C 2.38 0.59 -2.03
H 3.03 0.95 -1.43
H 1.38 2.42 -2.27
H -0.72 1.49 -3.25
H -0.94 -0.87 -3.64
H 0.97 -2.49 -2.71
H 4.14 -1.28 -1.66
H 3.14 -2.68 -2.06
```

Summary:
- Kohn-Sham gap: 8.0 eV

Atomic partial charges in e from the natural (NBO) method, atoms 1 to 2:
1 S -0.2929
2 C 0.2859

Short version: x is the least stable of them.

--- w ---
Below is 2 unconnected molecules or ions with the total composition C3H10OS2, with properties calculated with ωB97M-V/def2-TZVPD.

```
16
C3H10OS2 | OMol25 | ωB97M-V/def2-TZVPD
C 1.53 1.81 -0.92
C 1.16 1.14 0.42
S 0.83 -0.58 0.38
S -0.77 -0.49 -1.34
C -1.60 1.02 -0.84
H 1.54 2.90 -0.91
H 0.91 1.51 -1.77
H 2.54 1.50 -1.18
H 2.09 1.38 0.95
H 0.37 1.67 0.95
H -1.73 1.09 0.24
H -1.15 1.95 -1.18
H -2.60 0.95 -1.29
O -1.05 -2.06 2.88
H -0.37 -1.66 2.32
H -1.66 -2.43 2.24
```

Summary:
- SMILES: CCSSC.O
- Kohn-Sham gap: 8.4 eV

Atomic partial charges in e from the natural (NBO) method, atoms 1 to 2:
1 C -0.6198
2 C -0.5995

--- x ---
Below is 2 unconnected molecules or ions with the total composition C3H10OS2, with properties calculated with ωB97M-V/def2-TZVPD.

```
16
C3H10OS2 | OMol25 | ωB97M-V/def2-TZVPD
C 0.00 0.00 0.00
S -0.52 0.28 1.76
C -1.77 1.49 1.48
S -3.26 1.15 0.65
C -3.91 -0.06 1.80
H 0.34 0.90 -0.53
H -0.83 -0.45 -0.57
H 0.83 -0.72 0.04
H -2.17 1.77 2.47
H -1.42 2.42 0.99
H -4.10 0.41 2.78
H -3.18 -0.88 1.94
H -4.85 -0.49 1.43
O 3.23 0.72 0.25
H 2.77 1.03 -0.57
H 4.03 0.26 -0.07
```

Summary:
- SMILES: CSCSC.O
- Kohn-Sham gap: 9.2 eV

Atomic partial charges in e from the natural (NBO) method, atoms 1 to 2:
1 C -0.7431
2 S 0.2285

--- y ---
Below is 2 unconnected molecules or ions with the total composition C3H10OS2, with properties calculated with ωB97M-V/def2-TZVPD.

```
16
C3H10OS2 | OMol25 | ωB97M-V/def2-TZVPD
C 2.10 -0.36 1.05
C 1.35 0.73 0.31
S -0.10 0.07 -0.61
S -1.13 -0.72 1.32
C -2.51 0.39 1.18
H 2.77 -0.89 0.37
H 2.62 -0.01 1.93
H 1.43 -1.18 1.32
H 1.93 1.15 -0.52
H 0.91 1.53 0.90
H -3.24 0.13 0.41
H -2.10 1.36 0.92
H -3.01 0.59 2.13
O 1.22 0.30 -3.62
H 0.84 0.78 -2.87
H 1.73 -0.36 -3.13
```

Summary:
- SMILES: CCSSC.O
- Kohn-Sham gap: 8.5 eV

Atomic partial charges in e from the natural (NBO) method, atoms 1 to 2:
1 C -0.6311
2 C -0.5053

Short version: y is the least stable of them.

--- w ---
Below is C4H5ClS2 in the gas phase, with properties calculated with ωB97M-V/def2-TZVPD.

```
12
C4H5ClS2 | OMol25 | ωB97M-V/def2-TZVPD
C 1.69 0.48 0.76
S 1.32 -0.69 -0.67
C -0.44 -0.47 -0.42
C -0.92 0.81 -0.84
S -2.18 1.66 -0.18
C -1.18 -1.49 -0.16
Cl -2.73 -1.37 0.03
H 1.80 1.69 0.49
H 2.78 0.23 1.14
H 1.02 0.23 1.69
H -0.47 1.31 -1.74
H -0.68 -2.40 -0.10
```

Summary:
- SMILES: CS/C(C=S)=C/Cl
- Kohn-Sham gap: 7.8 eV

Atomic partial charges in e from the natural (NBO) method, atoms 1 to 2:
1 C -0.7840
2 S 0.2294

--- x ---
Below is a molecular structure, C4H5ClS2, with properties calculated with ωB97M-V/def2-TZVPD.

```
12
C4H5ClS2 | OMol25 | ωB97M-V/def2-TZVPD
C 2.53 -0.33 0.18
C 1.19 0.27 -0.20
C -1.69 0.11 -0.56
C -2.63 0.01 0.39
H 3.41 0.55 -0.19
H 2.55 -1.48 -0.56
H 2.44 -0.92 1.25
H -1.78 0.68 -1.47
H -2.38 -0.31 1.53
S 0.67 1.87 -0.07
S -0.10 -0.87 -0.25
Cl -4.22 0.42 -0.07
```

Summary:
- Kohn-Sham gap: 8.0 eV

Atomic partial charges in e from the natural (NBO) method, atoms 1 to 2:
1 C -0.7202
2 C -0.3082

Short version: x is the least stable of them.